# 1
Below is a structure of composition C13H33ClIN2O2P2Pd in a non-equilibrium geometry, with properties calculated with ωB97M-V with the def2-TZVPD basis set.

Last column: Mulliken charge in e.
Atoms and positions in Å:
C -0.07081 2.20508 -2.65412  -0.14
C -0.23074 2.36453 -1.17938  0.74
H 0.21264 3.13457 -3.20462  0.43
H -1.01547 1.84108 -3.07681  -0.06
H 0.64494 1.40849 -2.89161  -0.15
O -0.22659 3.28671 -0.43263  -0.28
I -0.47881 0.24727 -0.11488  0.13
Pd -0.07705 -1.93929 -2.67507  -0.58
P 2.10836 -0.84318 -2.04780  1.29
C 2.80244 0.49502 -1.02281  -0.72
C 2.95076 -2.30367 -1.42720  -1.20
H 4.02229 -2.14357 -1.58817  0.44
H 3.96724 -0.74260 -3.52926  0.42
H 2.56328 -3.08499 -2.09672  0.44
H 2.33402 -0.90233 -4.35208  0.34
H 2.13684 0.61554 -0.16484  -0.13
H 2.73285 -2.48478 -0.35620  0.29
C 2.93846 -0.37057 -3.60066  -1.17
H 3.83273 0.26926 -0.74542  0.46
H 2.94312 0.72426 -3.73962  0.40
H 2.78157 1.39501 -1.64533  0.39
P -2.26544 -0.81472 -2.31557  1.06
C -3.09089 0.49245 -1.25042  -1.31
C -2.99219 -0.33418 -3.91513  -1.15
H -2.72529 -3.13955 -2.28919  0.49
H -4.15268 -2.15818 -1.80628  0.43
H -2.85621 -2.44763 -0.62311  0.31
C -3.07205 -2.29152 -1.68699  -1.19
H -2.49004 -0.81023 -4.75807  0.43
H -4.03955 -0.66757 -3.89231  0.41
H -4.16391 0.34067 -1.29430  0.52
H -2.73255 1.44966 -1.62744  0.39
H -2.99202 0.76347 -4.03332  0.36
H -2.78192 0.43846 -0.16147  0.22
Cl 0.28763 -2.03953 -4.94704  -0.25
C 2.58245 -0.34716 3.63694  -0.65
N 1.18916 -0.13553 3.98724  0.25
C 0.90408 -0.27200 5.38771  -0.93
C 0.55545 0.93525 3.33330  0.39
O 1.18667 1.75252 2.66258  -0.58
N -0.82002 0.98787 3.45975  0.26
C -1.52271 2.10538 2.92649  -0.99
C -1.58188 -0.18808 3.72813  -1.06
H 2.89977 -1.29040 4.07655  0.41
H 3.23883 0.45642 3.98989  0.37
H 2.68442 -0.49793 2.57435  0.11
H 1.73357 0.07177 6.02069  0.41
H -0.03342 0.19131 5.63453  0.35
H 0.77665 -1.33761 5.65772  0.42
H -2.47901 1.76502 2.53683  0.37
H -1.84138 2.75121 3.73863  0.32
H -0.90922 2.66446 2.21459  0.38
H -2.05750 -0.15682 4.75007  0.35
H -2.38767 -0.34785 2.99330  0.38
H -0.92319 -1.06129 3.83662  0.40

## Properties
Frontier orbital gap (alpha / beta), eV: 8.16 / 5.29
Spin multiplicity: 5
E_LUMO (alpha / beta), eV: -9.71 / -12.77
Net charge: +3
E_tot, eV: -63739.97318

***

# 2
Below is a cluster of 8 separate species, C13H33F6N3O10P in total in a non-equilibrium geometry, with properties calculated with ωB97M-V with the def2-TZVPD basis set.

Last column: Mulliken charge in e.
Atoms and positions in Å:
N -13.93908 -7.10228 -0.80696  -0.41
H -13.21545 -6.82231 -0.16037  0.36
H -14.16747 -6.43843 -1.53307  0.32
H -14.79849 -7.22729 -0.29133  0.41
H -13.78371 -8.04094 -1.14591  0.29
N -10.66134 -9.01345 -5.01037  -0.32
H -10.11029 -9.74921 -5.42884  0.30
H -11.39457 -8.63730 -5.59430  0.30
H -10.17661 -8.20501 -4.64764  0.37
H -11.23658 -9.45225 -4.30564  0.26
N -9.53096 -10.10450 0.30565  -0.46
H -9.48801 -10.88737 0.94234  0.39
H -9.84947 -9.22964 0.69716  0.38
H -10.30286 -10.26595 -0.32539  0.21
H -8.67805 -10.01737 -0.22824  0.38
C -12.51194 -12.24105 -2.69999  -0.62
O -12.43372 -10.94137 -2.20037  -0.79
H -12.00988 -12.29444 -3.66601  0.17
H -11.96288 -12.90426 -2.03157  0.22
H -13.54859 -12.46912 -2.94787  0.20
P -13.82855 -5.78004 -5.38556  1.19
F -14.86941 -5.18071 -4.30557  -0.36
F -13.36428 -4.33359 -5.89755  -0.36
F -12.70726 -5.75418 -4.21962  -0.36
F -12.73971 -6.26579 -6.48623  -0.36
F -14.03650 -7.36790 -5.00479  -0.35
F -15.03974 -5.77299 -6.52353  -0.37
C -16.70039 -10.57328 -8.77157  -1.47
C -15.48104 -10.86611 -8.06871  0.54
C -15.00462 -12.30163 -8.14883  -0.43
O -13.59308 -12.13237 -8.27154  -0.30
C -13.33880 -10.87934 -8.63396  0.65
O -12.22438 -10.45139 -8.86191  -0.61
O -14.44785 -10.18775 -8.71665  -0.33
H -16.60460 -11.06164 -9.74132  0.36
H -16.87491 -9.50035 -8.85188  0.35
H -17.55099 -10.96578 -8.21431  0.39
H -15.51727 -10.60214 -7.01178  0.27
H -15.49539 -12.84109 -8.95890  0.27
H -15.31755 -12.86655 -7.27074  0.32
C -2.65442 -6.59509 -4.81315  -1.46
C -3.94498 -6.12737 -5.42203  0.57
C -4.65152 -7.20767 -6.30320  -0.51
O -6.00871 -7.09773 -5.89002  -0.27
C -6.04271 -6.52813 -4.70131  0.67
O -7.08249 -6.26798 -4.06017  -0.64
O -4.89812 -5.94024 -4.40801  -0.33
H -2.75710 -7.24654 -3.94530  0.35
H -2.06282 -5.76015 -4.43765  0.37
H -1.93172 -6.99778 -5.52284  0.38
H -3.83039 -5.22446 -6.02180  0.28
H -4.21111 -8.19881 -6.19461  0.30
H -4.71064 -6.84564 -7.32962  0.28
C -5.55816 -10.92842 -10.24817  -1.47
C -6.93980 -11.46101 -9.74462  0.49
C -6.79608 -13.01021 -9.66244  -0.46
O -7.16488 -13.33175 -8.29835  -0.35
C -7.47051 -12.17465 -7.64580  0.69
O -8.01109 -12.09005 -6.55392  -0.60
O -7.15672 -11.11186 -8.34512  -0.33
H -5.34734 -11.19186 -11.28464  0.41
H -4.69517 -11.37333 -9.75279  0.38
H -5.41889 -9.84805 -10.28697  0.33
H -7.75725 -11.15958 -10.39959  0.29
H -5.80044 -13.38914 -9.89306  0.33
H -7.55255 -13.39052 -10.34891  0.29

## Properties
Frontier orbital gap, eV: 4.93
E_LUMO, eV: -4.19
Net charge: +1
E_tot, eV: -64550.34194

***

# 3
Below is a structure of composition C13H33FN2O6Si2 in a non-equilibrium geometry, with properties calculated with ωB97M-V with the def2-TZVPD basis set.

Last column: Mulliken charge in e.
Atoms and positions in Å:
C -4.45293 0.08340 1.85927  -1.20
C -3.59857 -0.41055 0.68506  0.19
O -3.76748 0.45996 -0.42079  -0.44
C -2.60601 0.68675 -1.19770  -0.47
C -2.12573 2.14238 -1.08034  -0.24
O -0.72795 2.23891 -0.93249  -0.42
C -0.27035 1.77442 0.33451  -0.16
C 0.56073 2.88167 0.99238  -0.61
O -0.10423 4.11053 0.84276  -0.26
C 0.67722 5.20830 0.40794  -0.52
Si -0.15371 6.07594 -1.03597  0.48
O -1.42582 7.03152 -0.50981  -0.23
Si -2.95069 6.41764 -0.45093  0.62
F -3.12755 5.66004 0.93795  -0.23
H -5.15605 0.83446 1.51266  0.29
H -4.99870 -0.74301 2.30551  0.34
H -3.81137 0.54312 2.60765  0.30
H -2.55122 -0.46643 0.98191  -0.03
H -3.92777 -1.41984 0.42153  0.36
H -2.86693 0.49006 -2.23935  0.32
H -1.78902 0.01481 -0.93654  0.30
H -2.63105 2.62299 -0.23786  0.26
H -2.38272 2.68647 -1.98709  0.30
H 0.31751 0.87416 0.22481  0.19
H -1.12856 1.59966 0.98674  0.19
H 0.66972 2.62625 2.04843  0.26
H 1.55034 2.87722 0.53026  0.41
H 1.70669 4.94813 0.15424  0.39
H 0.73777 5.94825 1.21663  0.24
H 0.84301 7.00032 -1.62408  -0.22
H -0.59820 5.12223 -2.06958  -0.10
H -3.90277 7.53437 -0.48325  -0.19
H -3.18120 5.45436 -1.53491  -0.14
C 1.72377 -2.37383 0.95909  -1.19
C 1.64982 -1.33808 2.05233  0.62
O 0.82694 -0.43137 2.04171  -0.63
N 2.54452 -1.44062 3.06850  -0.18
C 3.58682 -2.43427 3.24418  -0.86
H 0.95515 -2.15927 0.22340  0.23
H 2.69046 -2.35251 0.46579  0.42
H 1.55236 -3.37104 1.36557  0.46
H 2.44562 -0.72242 3.76810  0.25
H 3.43256 -2.97833 4.17777  0.29
H 4.56381 -1.94990 3.28454  0.29
H 3.58366 -3.14151 2.42219  0.32
C 3.49179 -6.18333 -1.62240  -1.34
C 2.75411 -4.88295 -1.83969  0.81
O 3.07612 -3.85254 -1.26877  -0.63
N 1.70555 -4.89473 -2.70158  -0.16
C 1.17927 -6.01176 -3.46402  -0.85
H 4.29442 -6.00788 -0.91348  0.29
H 2.82368 -6.94413 -1.21753  0.38
H 3.92106 -6.54468 -2.55716  0.37
H 1.25869 -3.99714 -2.80286  0.22
H 1.23025 -5.79340 -4.53166  0.29
H 0.13628 -6.18884 -3.19752  0.29
H 1.74686 -6.91396 -3.26606  0.32

## Properties
Frontier orbital gap, eV: 9.36
E_LUMO, eV: 0.54
E_tot, eV: -47756.71358

***

# 4
Below is a cluster of 5 separate species, C13H33FN6O10PS in total in a non-equilibrium geometry, with properties calculated with ωB97M-V with the def2-TZVPD basis set.

Last column: Mulliken charge in e.
Atoms and positions in Å:
C -1.80156 -0.84776 2.55193  -0.86
C -0.30681 -0.34056 2.11078  0.33
F -0.28728 1.15097 2.35140  -0.35
C 0.06186 -0.54407 0.52768  -0.19
C -1.09467 -0.97803 -0.54920  -0.24
C -0.26410 -1.72205 -1.79618  -0.46
P -0.87768 -1.45894 -3.58525  0.23
N -0.74154 -2.93801 -4.57222  -0.61
O -2.62076 -1.12992 -3.51535  -0.47
N 1.18384 -1.46476 -1.43663  0.57
C 2.29689 -2.05348 -2.27354  -0.29
C 3.07097 -0.80025 -3.06536  -0.67
C 3.96453 0.14199 -2.02849  -0.41
S 5.79692 -0.24536 -2.03125  -0.26
C 1.21734 -1.63066 0.08273  -0.43
O 2.51286 -1.64882 0.77902  -0.49
H -1.88181 -1.98239 2.83108  0.37
H -2.07378 -0.25018 3.54894  0.08
H -2.62075 -0.51086 1.76177  0.24
H 0.49922 -0.77921 2.84897  0.30
H 0.59355 0.48160 0.24655  0.14
H -1.92562 -1.68056 -0.11440  0.40
H -1.56291 0.01651 -0.95750  -0.03
H -0.40732 -2.87097 -1.62401  0.37
H -1.49525 -3.63568 -4.30718  0.30
H 0.15500 -3.44931 -4.41647  0.33
H -3.08888 -2.02908 -3.39298  0.32
H 1.26213 -0.42064 -1.62756  0.31
H 1.81845 -2.75439 -3.09884  0.03
H 3.07653 -2.62353 -1.58217  0.23
H 2.28842 -0.07079 -3.59458  0.27
H 3.75588 -1.19706 -3.95697  0.41
H 3.83056 1.29281 -2.30203  0.35
H 3.58134 0.04593 -0.90195  0.26
H 6.37528 0.01501 -0.75405  0.18
H 0.76914 -2.70496 0.20725  0.29
H 2.85579 -2.60061 0.63373  0.45
C -4.34669 0.02691 6.60191  -0.70
N -4.03297 -1.14079 5.73485  0.86
O -3.87588 -0.92346 4.52782  -0.53
O -3.95326 -2.24257 6.29058  -0.52
H -4.38575 0.92594 5.98323  0.33
H -5.31491 -0.16117 7.07040  0.31
H -3.55320 0.10615 7.34777  0.25
C -1.30674 3.11563 5.35021  -0.62
N -2.33341 3.59018 6.31689  0.85
O -2.02818 4.54175 7.04504  -0.51
O -3.41675 2.99395 6.31733  -0.53
H -0.40896 3.72768 5.45952  0.33
H -1.09200 2.07086 5.58392  0.25
H -1.72520 3.22041 4.34715  0.23
C 5.63320 0.09161 -6.89951  -0.75
N 4.60653 0.56617 -5.93283  0.85
O 4.91176 1.51773 -5.20468  -0.48
O 3.52319 -0.03007 -5.93240  -0.51
H 6.53098 0.70366 -6.79021  0.31
H 5.84794 -0.95316 -6.66580  0.29
H 5.21474 0.19639 -7.90257  0.30
C -3.05022 2.95737 -0.82998  -0.66
N -3.39597 3.47194 0.52257  0.84
O -3.94461 4.57832 0.58400  -0.50
O -3.10681 2.75054 1.48439  -0.49
H -3.36015 3.69118 -1.57698  0.32
H -1.96873 2.80980 -0.85990  0.23
H -3.58375 2.01512 -0.97038  0.27

## Properties
Frontier orbital gap, eV: 8.97
E_LUMO, eV: -2.82
Net charge: +1
E_tot, eV: -66250.61161